[1]
{"formula": "C28H20ClCoF3N3O8SbSe2Te2", "method": "the ωB97M-V functional and the def2-TZVPD basis", "energy_ev": -260324.25956, "orbital_gap_ev": [5.22, 5.28], "total_charge": -2, "de_lowest_kj_mol": 75.07, "multiplicity": 2, "elements": ["Co", "Se", "Te", "Te", "Se", "N", "C", "C", "C", "N", "H", "H", "H", "H", "O", "Cl", "O", "O", "O", "O", "C", "O", "C", "C", "C", "C", "C", "C", "N", "O", "O", "H", "H", "H", "H", "F", "C", "C", "C", "C", "C", "C", "Sb", "C", "C", "C", "C", "F", "C", "C", "C", "C", "C", "C", "F", "C", "C", "H", "H", "H", "H", "H", "H", "H", "H", "H", "H", "H", "H"], "xyz": [[-1.163, -0.810, -0.519], [-3.487, -1.169, -1.184], [-4.270, 0.593, 0.477], [-2.192, -0.628, 1.805], [-0.983, 1.129, 3.075], [-0.863, 2.239, -0.095], [-1.107, 3.425, -0.668], [-1.355, 3.190, -2.006], [-1.253, 1.796, -2.143], [-0.957, 1.238, -0.976], [-0.774, 2.027, 0.914], [-1.094, 4.332, -0.088], [-1.573, 3.913, -2.772], [-1.390, 1.169, -3.010], [-1.586, -2.911, -3.325], [-0.717, -1.798, -3.574], [-1.407, -0.746, -4.272], [0.447, -2.210, -4.324], [-0.207, -1.271, -2.277], [-0.170, -2.983, 1.529], [0.722, -2.365, 0.944], [0.624, -1.295, 0.261], [2.131, -2.919, 1.042], [3.207, -2.076, 1.304], [4.488, -2.586, 1.416], [4.682, -3.947, 1.241], [3.625, -4.805, 0.976], [2.346, -4.285, 0.894], [6.036, -4.496, 1.350], [6.948, -3.731, 1.608], [6.186, -5.694, 1.180], [3.027, -1.016, 1.428], [5.333, -1.947, 1.632], [3.818, -5.860, 0.845], [1.496, -4.929, 0.713], [8.639, 1.363, -4.479], [7.454, 0.984, -3.931], [6.777, 1.880, -3.128], [5.568, 1.485, -2.573], [5.034, 0.219, -2.810], [5.757, -0.649, -3.626], [6.973, -0.278, -4.195], [3.110, -0.452, -2.039], [2.084, 1.213, -2.925], [1.388, 1.001, -4.113], [0.804, 2.059, -4.799], [0.938, 3.328, -4.279], [0.366, 4.372, -4.936], [1.612, 3.581, -3.104], [2.182, 2.510, -2.429], [3.391, 0.458, -0.119], [4.640, 0.463, 0.498], [4.787, 0.910, 1.806], [3.663, 1.341, 2.482], [3.810, 1.774, 3.760], [2.406, 1.341, 1.915], [2.281, 0.899, 0.604], [7.195, 2.862, -2.949], [5.033, 2.185, -1.942], [5.372, -1.642, -3.827], [7.537, -0.948, -4.830], [1.267, -0.003, -4.502], [0.234, 1.896, -5.703], [1.660, 4.589, -2.716], [2.688, 2.697, -1.487], [5.515, 0.108, -0.034], [5.750, 0.917, 2.301], [1.532, 1.630, 2.488], [1.292, 0.860, 0.163]], "atomic_forces_ev_per_a": [[-0.167, -0.360, 0.205], [0.014, 0.128, -0.152], [0.083, -0.107, -0.017], [-0.056, 0.106, 0.151], [-0.191, -0.009, 0.033], [-0.017, 0.055, 0.184], [-0.044, 0.008, -0.109], [-0.076, -0.099, 0.151], [-0.009, 0.042, 0.089], [-0.006, 0.076, -0.049], [-0.022, -0.012, -0.139], [0.003, 0.023, 0.017], [-0.010, 0.018, -0.004], [-0.005, 0.023, 0.035], [0.130, 0.226, -0.034], [0.172, -0.217, 0.192], [0.072, -0.077, 0.054], [-0.233, 0.096, 0.129], [-0.186, -0.108, -0.437], [0.096, 0.090, -0.241], [-0.075, -0.189, 0.258], [-0.034, -0.082, -0.233], [0.077, 0.056, 0.066], [-0.148, -0.159, 0.266], [0.132, -0.115, 0.037], [-0.185, 0.090, -0.016], [0.049, -0.132, -0.014], [0.017, -0.014, -0.024], [-0.080, 0.031, -0.009], [0.047, -0.017, 0.000], [0.049, -0.027, 0.006], [0.003, -0.608, 0.237], [-0.051, -0.032, -0.002], [-0.019, 0.007, 0.000], [0.005, -0.007, 0.001], [-0.002, 0.003, 0.002], [0.008, 0.024, 0.008], [0.000, 0.013, 0.007], [-0.014, -0.015, -0.021], [0.022, -0.073, -0.013], [0.003, 0.053, 0.049], [-0.035, -0.047, -0.004], [-0.126, 0.028, 0.020], [0.102, -0.017, -0.035], [-0.007, 0.025, 0.026], [0.049, 0.046, 0.010], [0.109, -0.076, -0.062], [-0.034, 0.013, 0.000], [0.053, -0.018, -0.004], [-0.005, 0.040, 0.036], [0.123, 0.437, -0.239], [-0.043, 0.372, -0.094], [0.038, 0.007, -0.046], [0.048, -0.043, -0.005], [0.003, -0.011, -0.022], [0.091, 0.098, -0.055], [0.021, 0.376, -0.127], [0.003, 0.006, 0.004], [-0.009, 0.008, 0.007], [-0.007, -0.019, -0.006], [0.002, -0.008, -0.003], [0.025, 0.015, -0.018], [-0.014, 0.000, -0.016], [0.000, 0.010, 0.005], [-0.013, -0.007, -0.031], [0.027, -0.010, -0.023], [0.015, -0.001, 0.015], [0.054, -0.007, -0.043], [0.178, 0.075, 0.043]]}



[2]
{"formula": "C3H13N4", "method": "the ωB97M-V functional and the def2-TZVPD basis", "energy_ev": -9276.78261, "orbital_gap_ev": 10.57, "total_charge": 1, "de_lowest_kj_mol": 73.50, "multiplicity": 1, "elements": ["C", "N", "C", "H", "H", "H", "H", "H", "H", "H", "H", "N", "C", "N", "N", "H", "H", "H", "H", "H"], "xyz": [[-2.084, 0.289, 0.137], [-1.300, 0.144, -1.146], [-0.852, 1.454, -1.678], [-2.467, -0.694, 0.430], [-1.384, 0.636, 0.895], [-2.882, 1.025, 0.028], [-1.965, -0.261, -1.824], [-0.366, -0.415, -0.947], [-1.761, 2.120, -1.744], [-0.500, 1.363, -2.710], [-0.120, 1.876, -1.030], [2.918, -0.821, 0.984], [1.557, -0.930, 0.859], [0.853, -0.951, 2.023], [0.923, -1.098, -0.278], [3.420, -0.363, 0.242], [3.261, -0.608, 1.911], [1.270, -0.568, 2.863], [-0.150, -0.914, 1.978], [1.627, -1.285, -0.993]], "atomic_forces_ev_per_a": [[0.759, -0.322, -0.118], [-0.735, 0.437, -0.059], [-2.139, 0.767, -0.966], [0.002, 0.295, -0.161], [-0.065, 0.096, 0.022], [0.073, -0.198, -0.146], [0.865, -0.195, 0.226], [-0.704, -0.540, 0.406], [1.060, -0.491, 0.251], [0.252, -0.239, 0.350], [0.551, 0.267, 0.401], [-0.476, 0.082, 0.368], [-0.498, -0.167, -0.296], [0.375, 0.485, 0.296], [0.911, 0.309, 0.115], [-0.011, -0.137, -0.097], [0.126, -0.119, -0.212], [-0.183, -0.130, -0.250], [0.083, -0.265, -0.060], [-0.246, 0.067, -0.069]]}



[3]
{"formula": "C6H8", "method": "the ωB97M-V functional and the def2-TZVPD basis", "energy_ev": -6345.46405, "orbital_gap_ev": [8.51, 8.13], "total_charge": 0, "de_lowest_kj_mol": 513.28, "multiplicity": 1, "elements": ["C", "C", "C", "C", "C", "C", "H", "H", "H", "H", "H", "H", "H", "H"], "xyz": [[2.118, -0.087, -0.008], [-0.133, -0.796, -0.091], [2.160, 1.201, -0.114], [-1.015, 0.139, -0.128], [1.179, -1.265, -0.008], [-2.468, -0.046, -0.054], [3.061, 1.701, 0.172], [1.274, 1.881, -0.046], [-0.627, 1.187, -0.240], [1.440, -2.037, -0.657], [1.452, -1.727, 1.064], [-3.062, 0.486, -0.794], [-2.636, 0.534, 0.800], [-2.744, -1.169, 0.103]], "atomic_forces_ev_per_a": [[-0.394, -0.801, -0.909], [-1.114, -0.029, 0.045], [-1.184, 1.012, 1.198], [1.428, 1.031, -1.277], [2.601, -0.364, 4.086], [-0.691, -1.897, 0.006], [0.731, 0.307, -0.358], [0.377, -0.580, -0.474], [-0.426, -0.540, 0.169], [0.513, -1.039, -1.417], [-1.059, 0.675, -2.023], [0.176, -0.459, -0.553], [-1.214, 0.412, 1.894], [0.258, 2.273, -0.387]]}



[4]
{"formula": "C10H5ClMnNO5", "method": "the ωB97M-V functional and the def2-TZVPD basis", "energy_ev": -66005.06152, "orbital_gap_ev": [5.48, 5.96], "total_charge": 1, "de_lowest_kj_mol": 120.14, "multiplicity": 6, "elements": ["O", "C", "Mn", "O", "C", "C", "O", "C", "O", "C", "O", "H", "Cl", "C", "C", "C", "C", "N", "C", "H", "H", "H", "H"], "xyz": [[1.026, -0.335, -2.989], [0.358, -0.820, -2.107], [-0.907, -0.992, -0.864], [-2.516, 1.071, -2.097], [-1.880, 0.208, -1.628], [-2.078, -1.549, 0.581], [-2.929, -1.736, 1.346], [1.090, -2.227, -0.640], [1.347, -2.704, 0.406], [-1.602, -2.379, -1.780], [-2.091, -3.222, -2.417], [1.836, -2.339, -1.321], [1.712, 3.903, -0.243], [1.128, 2.514, 0.567], [1.263, 2.324, 1.939], [0.765, 1.151, 2.506], [0.184, 0.190, 1.676], [0.029, 0.404, 0.361], [0.499, 1.537, -0.219], [1.732, 3.120, 2.517], [0.845, 0.965, 3.579], [-0.181, -0.746, 2.116], [0.371, 1.663, -1.289]], "atomic_forces_ev_per_a": [[-2.798, -3.435, 4.843], [2.883, 5.323, -6.780], [1.457, -3.428, 3.715], [2.126, -3.077, 1.445], [-5.014, 7.024, -3.574], [-3.673, 0.414, 2.937], [3.174, 0.219, -2.579], [0.778, -0.417, 3.079], [-1.224, 0.014, 0.870], [-2.189, -5.434, -3.393], [1.276, 2.831, 1.898], [2.407, -0.600, -3.209], [-0.379, -0.927, 0.766], [-0.068, 0.644, -2.565], [0.705, 0.737, 2.790], [0.139, -0.003, -0.157], [0.647, 0.295, 3.619], [-0.281, -0.064, -3.507], [-0.096, -0.310, 0.389], [-0.173, -0.416, -0.025], [-0.012, 0.087, -0.393], [0.215, 0.424, -0.338], [0.098, 0.099, 0.170]]}